(1)
{
  "formula": "C4H10NO",
  "method": "ωB97M-V/def2-TZVPD",
  "homo_ev": -2.47,
  "gap_ev": 6.846,
  "lumo_energy_ha": 0.16084,
  "charge": -1,
  "max_force_ev_per_a": 1.98,
  "elements": ["C", "O", "C", "C", "C", "N", "H", "H", "H", "H", "H", "H", "H", "H", "H", "H"],
  "positions_angstrom": [[-1.035986, 0.286829, -1.227343], [-1.388133, -0.743038, -1.837181], [-0.067179, 0.433474, -0.113724], [0.627658, -0.872641, 0.262496], [2.100868, -0.681134, 0.539166], [0.118548, 1.597409, 0.489185], [-3.352173, 0.870078, 0.265778], [-1.565667, 1.249903, -1.364886], [0.217176, 0.513761, -1.390142], [0.363892, -1.594750, -0.517992], [0.199830, -1.216706, 1.203647], [2.157097, 0.120980, 1.261169], [2.502265, -1.601930, 0.981105], [2.686374, -0.449651, -0.349653], [-2.993290, 0.273302, 0.594155], [-0.571280, 1.814115, 1.204220]],
  "atomic_forces_ev_per_a": [[-1.0, -0.3, 1.2], [-0.4, -0.8, -0.5], [-1.1, -1.0, -1.1], [-0.1, 0.3, -0.5], [0.0, -0.8, 0.1], [1.0, 1.1, 1.4], [0.4, -0.7, 0.5], [0.3, 0.2, -0.3], [1.3, 0.8, -0.2], [0.3, -0.1, 0.1], [-0.4, 0.0, 0.1], [0.4, 0.4, 0.1], [0.2, 0.1, 0.0], [0.0, 0.2, -0.1], [-0.5, 0.7, -0.4], [-0.3, -0.1, -0.5]]
}

(2)
{
  "formula": "C4H10NO",
  "method": "ωB97M-V/def2-TZVPD",
  "homo_ev": -2.11,
  "gap_ev": 6.464,
  "smiles": "C[C@@H](N)CC[O-]",
  "lumo_energy_ha": 0.15988,
  "charge": -1,
  "max_force_ev_per_a": 2.06,
  "elements": ["C", "C", "N", "C", "C", "O", "H", "H", "H", "H", "H", "H", "H", "H", "H", "H"],
  "positions_angstrom": [[0.387558, 1.577464, 0.675694], [0.640075, 0.108945, 0.457546], [1.754647, -0.303530, 1.337429], [-0.567674, -0.774626, 0.389271], [-1.304499, -0.708021, -1.051269], [-0.847332, 0.097411, -2.029585], [-0.217776, 1.993721, -0.129423], [1.324831, 2.141470, 0.681438], [-0.128642, 1.763337, 1.629861], [1.070696, 0.036655, -0.559676], [1.974562, -1.273516, 1.451974], [1.576762, 0.101667, 2.252026], [-1.406265, -0.551643, 1.062114], [-0.363828, -1.837524, 0.514961], [-2.371421, -0.526986, -0.796858], [-1.237525, -1.784753, -1.389074]],
  "atomic_forces_ev_per_a": [[-0.3, 0.5, 0.2], [1.4, -0.8, -1.3], [0.0, 1.4, 0.9], [-1.5, 0.1, -0.6], [0.4, -0.4, -1.0], [0.2, 0.2, 0.8], [-0.1, -0.3, 0.0], [0.1, -0.1, 0.1], [0.0, 0.0, 0.0], [-0.3, 0.1, 0.2], [-0.5, -0.5, -0.3], [0.2, -0.3, 0.1], [0.5, 0.3, 0.6], [0.6, 0.0, 0.3], [-0.2, 0.0, 0.0], [-0.4, 0.0, 0.1]]
}

(3)
{
  "formula": "C4H10NO",
  "method": "ωB97M-V/def2-TZVPD",
  "homo_ev": [-5.81, -8.49],
  "gap_ev": [6.425, 9.106],
  "lumo_energy_ha": [0.02276, 0.02266],
  "spin_multiplicity": 2,
  "max_force_ev_per_a": 1.13,
  "elements": ["C", "C", "C", "N", "C", "H", "H", "H", "H", "H", "H", "H", "H", "H", "H", "O"],
  "positions_angstrom": [[0.810545, 1.190356, 2.044054], [0.411518, 0.126746, 1.047652], [0.679626, 0.220610, -0.253383], [0.203525, -0.650877, -1.230333], [1.001621, -1.096765, -2.255953], [-0.021007, 1.368288, 2.730812], [1.677212, 0.916371, 2.632769], [0.904411, 2.141119, 1.527581], [-0.198839, -0.710658, 1.381716], [1.284653, 1.023398, -0.662347], [-0.696509, -1.079550, -1.061756], [0.637631, -1.834637, -2.946005], [1.865702, -0.503073, -2.509241], [-2.666793, 0.171164, 0.401631], [-3.372970, -0.703593, -0.654657], [-2.520326, -0.578894, -0.192533]],
  "atomic_forces_ev_per_a": [[-1.1, -0.2, -0.3], [-0.1, 0.2, 0.0], [-0.2, -0.1, -0.2], [0.1, -0.2, 0.0], [0.1, 0.2, 0.0], [0.1, -0.2, 0.2], [0.3, 0.1, 0.0], [0.6, 0.1, 0.0], [0.2, 0.0, 0.1], [0.2, 0.1, 0.1], [0.2, 0.0, 0.1], [-0.2, 0.0, 0.0], [0.1, 0.0, 0.1], [0.1, -0.2, -0.2], [0.7, 0.1, 0.4], [-0.9, 0.0, -0.2]]
}

(4)
{
  "formula": "C4H10NO",
  "method": "ωB97M-V/def2-TZVPD",
  "homo_ev": -15.85,
  "gap_ev": 12.569,
  "smiles": "C[C@@H]1[NH2+][C@]1(C)O",
  "lumo_energy_ha": -0.12051,
  "charge": 1,
  "max_force_ev_per_a": 3.92,
  "elements": ["C", "C", "N", "C", "C", "O", "H", "H", "H", "H", "H", "H", "H", "H", "H", "H"],
  "positions_angstrom": [[1.720670, 0.334398, 1.245458], [0.716825, 0.456068, 0.016597], [-0.626998, 0.910455, 0.479495], [-0.419753, -0.476885, -0.257270], [-1.000360, -0.473300, -1.690368], [-0.608811, -1.600771, 0.576357], [1.380486, -0.413453, 2.067284], [1.758657, 1.334279, 1.659328], [2.646602, 0.052474, 0.812671], [0.884976, 0.973806, -0.895178], [-0.720907, 0.653307, 1.499686], [-1.125093, 1.837946, 0.210501], [-0.114417, -0.249549, -2.306521], [-1.714912, 0.257766, -1.800232], [-1.481290, -1.357150, -2.084819], [-1.295674, -2.239390, 0.467010]],
  "atomic_forces_ev_per_a": [[-2.2, -0.7, -0.7], [-0.6, -1.2, 2.3], [-1.6, 0.5, 1.9], [-1.5, -2.0, -0.1], [2.6, -1.0, 0.5], [2.4, 3.1, 0.0], [0.4, 1.2, -1.7], [0.3, 0.1, 0.2], [1.1, -0.3, 0.1], [1.2, 0.5, -0.4], [-0.2, 0.8, -1.3], [1.1, -2.3, 0.2], [-0.7, -0.1, -0.3], [-1.5, 2.0, -0.2], [0.3, -0.7, 0.5], [-1.2, -0.1, -1.0]]
}

ΔE to the lowest compared entry with this formula, charge and spin in kcal/mol, matching the order above: 68.40, 16.72, 7.38, 44.91
DFT total energy in eV, matching the order above: -7844.5702, -7846.8113, -7845.4570, -7839.3694